Record 1
This record from the Open Molecules 2025 dataset describes a single C2H4N6 molecule in a non-equilibrium geometry. The level of theory is ωB97M-V/def2-TZVPD.

Geometry as XYZ:
```
12
Properties=species:S:1:pos:R:3
C 0.46 -0.16 -1.28
C -0.51 -0.23 1.04
H 2.40 -2.44 -0.45
H 1.48 -1.28 0.41
H 0.44 0.58 -2.12
H -0.10 -1.27 1.24
N 1.45 -1.96 -0.31
N 1.29 -1.12 -1.50
N -0.12 0.21 -0.17
N -1.18 0.66 1.71
N -1.28 1.71 0.85
N -0.72 1.46 -0.25
```

Output
Kohn-Sham gap ... 0.3663 Ha
Net charge ... 0
2S+1 ... 1
SMILES ... N/N=C\n1cnnn1
Lowest unoccupied orbital energy ... 0.06 eV
Maximum force ... 0.136 Eh/bohr

Record 2
This record from the Open Molecules 2025 dataset describes a gas-phase ion, C2H4NO (charge +1) in a non-equilibrium geometry. The level of theory is ωB97M-V/def2-TZVPD.

Geometry as XYZ:
```
8
Properties=species:S:1:pos:R:3
C 0.34 -1.50 -0.07
C -0.38 1.01 -0.10
N -0.28 -0.49 -0.43
O 0.55 1.79 -0.48
H 0.21 -2.52 -0.69
H 0.95 -1.56 0.80
H -1.40 1.54 0.11
H 0.23 2.62 -0.85
```

Output
Kohn-Sham gap ... 0.3694 Ha
Net charge ... +1
2S+1 ... 1
SMILES ... C=[N+]=CO
Lowest unoccupied orbital energy ... -6.26 eV
Maximum force ... 0.132 Eh/bohr

Record 3
This record from the Open Molecules 2025 dataset describes a gas-phase ion, C2H4NO2 (charge -1). The level of theory is ωB97M-V/def2-TZVPD.

Geometry as XYZ:
```
9
Properties=species:S:1:pos:R:3
O -1.64 1.49 0.80
C -0.48 1.16 0.56
N 0.06 -0.03 0.37
C 0.96 -0.71 -0.86
O 1.00 -1.98 -0.69
H 0.26 1.97 0.45
H -0.49 -0.83 0.62
H 0.36 -0.35 -1.73
H 1.92 -0.15 -0.82
```

Output
Kohn-Sham gap ... 0.2887 Ha
Net charge ... -1
2S+1 ... 1
SMILES ... O=CNC[O-]
Lowest unoccupied orbital energy ... 4.47 eV
Maximum force ... 0.017 Eh/bohr

Record 4
This record from the Open Molecules 2025 dataset describes 2 unconnected molecules or ions with the total composition C2H4NO2 in a non-equilibrium geometry. The level of theory is ωB97M-V/def2-TZVPD.

Geometry as XYZ:
```
9
Properties=species:S:1:pos:R:3
C 2.67 -0.07 0.33
C 1.11 -0.27 -0.02
N -1.58 0.74 -0.38
O 3.37 0.38 -0.51
O 0.33 0.47 0.43
H 3.14 -0.49 1.35
H 1.21 -1.20 -0.64
H -1.97 -0.20 -0.30
H -2.03 1.29 0.37
```

Output
Kohn-Sham gap (alpha / beta) ... 0.3492 / 0.2324 Ha
Net charge ... +1
2S+1 ... 1
Lowest unoccupied orbital energy (alpha / beta) ... -6.39 / -8.90 eV
Maximum force ... 0.090 Eh/bohr

Record 5
This record from the Open Molecules 2025 dataset describes 2 unconnected molecules or ions with the total composition C2H4NO2 in a non-equilibrium geometry. The level of theory is ωB97M-V/def2-TZVPD.

Geometry as XYZ:
```
9
Properties=species:S:1:pos:R:3
C -2.00 0.24 -0.10
C 1.01 -1.15 0.01
N 0.57 1.22 0.10
O -3.05 -0.05 0.04
O 1.34 0.08 0.15
H 1.68 -2.02 0.07
H -0.11 -1.37 0.00
H -0.50 0.96 0.02
H 1.06 2.08 -0.30
```

Output
Kohn-Sham gap (alpha / beta) ... 0.3444 / 0.3444 Ha
Net charge ... +1
2S+1 ... 1
Lowest unoccupied orbital energy (alpha / beta) ... -6.33 / -6.33 eV
Maximum force ... 0.067 Eh/bohr

Record 6
This record from the Open Molecules 2025 dataset describes a single C2H4NO2P molecule in a non-equilibrium geometry. The level of theory is ωB97M-V/def2-TZVPD.

Geometry as XYZ:
```
10
Properties=species:S:1:pos:R:3
C 1.14 0.52 0.59
C -0.02 -0.81 -1.22
N -0.10 0.65 -0.30
O 2.70 -1.70 -0.55
O 2.18 0.45 -2.00
P 1.85 -0.57 -0.98
H 0.75 -0.06 1.46
H -0.23 -1.65 -0.53
H -1.10 0.58 0.04
H 0.09 1.37 -0.96
```

Output
Kohn-Sham gap (alpha / beta) ... 0.2925 / 0.2673 Ha
Net charge ... 0
2S+1 ... 1
Lowest unoccupied orbital energy (alpha / beta) ... -2.17 / -2.68 eV
Maximum force ... 0.093 Eh/bohr

Record 7
This record from the Open Molecules 2025 dataset describes a single C2H4NO2P molecule in a non-equilibrium geometry. The level of theory is ωB97M-V/def2-TZVPD.

Geometry as XYZ:
```
10
Properties=species:S:1:pos:R:3
C 0.91 -0.34 0.22
C 0.62 1.13 -0.01
N -0.17 -1.22 0.04
O 2.05 -0.69 0.47
O -1.58 0.73 0.77
P -1.76 -0.54 -0.03
H 1.24 1.66 0.71
H 0.35 1.50 -1.05
H 0.00 -2.18 0.18
H -1.66 -0.04 -1.29
```

Output
Kohn-Sham gap (alpha / beta) ... 0.2421 / 0.3248 Ha
Net charge ... 0
2S+1 ... 1
Lowest unoccupied orbital energy (alpha / beta) ... -2.25 / -0.69 eV
Maximum force ... 0.035 Eh/bohr

Record 8
This record from the Open Molecules 2025 dataset describes a gas-phase ion, C2H4NO2S (charge -1) in a non-equilibrium geometry. The level of theory is ωB97M-V/def2-TZVPD.

Geometry as XYZ:
```
10
Properties=species:S:1:pos:R:3
C 0.42 0.05 -0.60
C -0.58 -0.09 0.58
N 1.76 0.00 -0.17
O 2.44 0.95 0.19
O 2.26 -1.47 0.08
S -2.24 -0.21 -0.03
H 0.24 -0.78 -1.28
H 0.25 1.02 -1.09
H -0.33 -0.99 1.15
H -0.50 0.79 1.23
```

Output
Kohn-Sham gap (alpha / beta) ... 0.2042 / 0.2043 Ha
Net charge ... -1
2S+1 ... 1
SMILES ... O=[N+]([O-])CC[S-]
Lowest unoccupied orbital energy (alpha / beta) ... 2.55 / 2.55 eV
Maximum force ... 0.142 Eh/bohr

The evaluated energy above the lowest of the compared OMol25 structures with the same formula, charge and spin for the records listed, in turn: 55.8 29.8 38.0 132.2 94.2 138.8 78.2 109.7 kcal per mole.
The evaluated E_tot for the records listed, in turn: -407.028042 -208.223152 -283.850383 -283.345543 -283.406087 -625.010003 -625.106566 -681.913323 Eh.